Record 1
Formula: C48H119F3N10O10
Source: the OMol25 dataset
Level of theory: ωB97M-V/def2-TZVPD

Structure (ORCA input):
```
! wB97M-V def2-TZVPD RIJCOSX def2/J DEFGRID3
* xyz 0 1
C -0.94 1.88 0.80
C 0.55 1.83 0.36
N 0.97 0.43 0.23
C 1.67 -0.38 1.15
C 1.81 -1.69 0.70
N 1.15 -1.66 -0.50
C 0.60 -0.42 -0.78
C 0.93 -2.85 -1.34
H -1.23 2.88 1.09
H -1.08 1.16 1.61
H -1.56 1.64 -0.06
H 1.16 2.26 1.16
H 0.89 2.42 -0.49
H 1.95 0.02 2.11
H 2.26 -2.56 1.16
H -0.04 -0.22 -1.63
H -0.13 -3.05 -1.51
H 1.42 -3.75 -0.97
H 1.26 -2.59 -2.35
C -6.02 -1.88 -2.03
O -6.25 -0.54 -1.63
O -5.09 -1.82 -3.12
C -5.74 -2.74 -0.77
F -6.87 -2.96 -0.09
F -5.27 -4.05 -0.98
F -4.93 -2.13 0.11
C -7.49 -0.14 -1.11
C -7.70 1.39 -1.27
H -8.57 1.79 -0.74
H -6.77 1.84 -0.91
H -7.78 1.73 -2.30
H -7.53 -0.44 -0.06
H -8.35 -0.63 -1.57
H -6.94 -2.21 -2.51
C -3.30 10.82 1.62
C -4.11 10.86 0.36
C -5.53 10.39 0.66
C -6.55 10.86 -0.48
C -8.07 10.45 -0.26
C -8.97 11.19 -1.29
H -3.58 11.56 2.36
H -2.24 10.84 1.37
H -3.38 9.83 2.07
H -4.09 11.83 -0.15
H -3.65 10.21 -0.38
H -5.79 10.84 1.62
H -5.67 9.32 0.84
H -6.61 11.95 -0.43
H -6.35 10.47 -1.47
H -8.15 9.36 -0.27
H -8.29 10.85 0.73
H -9.98 10.79 -1.37
H -8.94 12.28 -1.15
H -8.50 11.00 -2.25
C 0.70 7.08 -5.66
C 1.38 6.19 -6.66
C 2.82 6.56 -7.06
O 2.95 7.74 -7.89
C 4.15 7.96 -8.68
N 1.24 4.81 -6.27
H 0.58 8.12 -5.96
H 1.24 7.14 -4.71
H -0.26 6.62 -5.44
H 0.79 6.16 -7.58
H 3.24 5.76 -7.66
H 3.27 6.79 -6.09
H 4.09 8.79 -9.38
H 4.40 7.03 -9.20
H 5.02 8.08 -8.03
H 1.38 4.10 -6.98
H 0.26 4.82 -6.05
C 9.88 -0.58 4.66
C 10.44 -1.82 4.17
C 11.83 -2.13 4.82
O 12.73 -1.11 4.44
C 14.08 -1.53 4.41
N 9.44 -2.89 4.38
H 10.41 0.35 4.47
H 9.63 -0.68 5.71
H 8.97 -0.35 4.11
H 10.57 -1.68 3.10
H 12.21 -3.11 4.51
H 11.78 -2.17 5.91
H 14.23 -2.39 3.77
H 14.56 -1.68 5.38
H 14.65 -0.71 3.97
H 9.53 -3.29 5.30
H 9.74 -3.61 3.73
C -3.19 -3.82 6.89
C -1.68 -4.15 7.08
C -1.17 -5.33 6.15
O 0.28 -5.47 6.18
C 0.84 -6.69 5.65
N -1.02 -2.89 6.77
H -3.84 -4.62 7.25
H -3.50 -3.55 5.88
H -3.44 -3.00 7.57
H -1.41 -4.30 8.13
H -1.49 -5.04 5.15
H -1.70 -6.25 6.43
H 0.60 -6.74 4.59
H 0.43 -7.60 6.09
H 1.92 -6.62 5.75
H -0.06 -2.93 7.07
H -1.07 -2.70 5.78
C 0.60 -3.59 -10.13
C 1.30 -2.40 -9.43
C 2.23 -1.74 -10.51
O 3.41 -2.53 -10.82
C 3.98 -1.93 -12.03
N 0.33 -1.54 -8.99
H 1.30 -4.27 -10.60
H -0.25 -3.36 -10.78
H 0.14 -4.31 -9.45
H 1.96 -2.71 -8.63
H 2.56 -0.73 -10.23
H 1.66 -1.51 -11.40
H 4.85 -2.53 -12.31
H 4.30 -0.91 -11.84
H 3.32 -1.75 -12.88
H -0.11 -1.05 -9.76
H -0.41 -1.92 -8.41
C -5.83 4.98 -7.36
C -5.56 3.51 -7.74
C -4.96 3.40 -9.21
O -4.50 2.11 -9.66
C -5.41 1.07 -9.77
N -4.70 2.90 -6.77
H -6.66 5.37 -7.95
H -4.98 5.65 -7.47
H -6.14 4.98 -6.31
H -6.50 2.96 -7.74
H -4.15 4.11 -9.37
H -5.78 3.63 -9.89
H -6.23 1.36 -10.43
H -5.84 0.81 -8.80
H -4.84 0.22 -10.14
H -4.38 2.02 -7.17
H -5.21 2.45 -6.02
C -3.77 3.94 8.42
C -3.83 3.87 9.98
C -5.26 3.48 10.46
O -5.39 3.43 11.87
C -6.76 3.27 12.28
N -2.85 2.87 10.40
H -4.74 4.36 8.12
H -3.74 2.94 7.99
H -2.96 4.61 8.14
H -3.62 4.80 10.50
H -5.55 2.53 10.01
H -5.99 4.17 10.03
H -6.79 3.12 13.36
H -7.22 2.36 11.90
H -7.38 4.11 11.98
H -2.98 2.05 9.82
H -3.09 2.61 11.35
C 4.53 -3.27 10.41
C 5.45 -3.76 9.26
C 5.82 -5.31 9.42
O 7.05 -5.41 8.76
C 7.45 -6.65 8.31
N 4.76 -3.56 8.02
H 5.08 -3.32 11.35
H 3.70 -3.95 10.57
H 4.11 -2.27 10.29
H 6.36 -3.16 9.35
H 4.96 -5.88 9.05
H 6.09 -5.57 10.44
H 8.13 -6.99 9.09
H 7.95 -6.60 7.35
H 6.61 -7.34 8.18
H 5.45 -3.54 7.29
H 4.14 -4.34 7.86
C 4.50 -12.26 -3.15
C 3.59 -11.04 -3.19
C 2.40 -11.30 -4.11
O 1.43 -10.30 -4.01
C 0.27 -10.56 -4.80
N 3.26 -10.67 -1.78
H 3.98 -13.15 -2.81
H 5.26 -12.04 -2.41
H 5.08 -12.50 -4.04
H 4.15 -10.20 -3.61
H 1.99 -12.31 -4.00
H 2.67 -11.34 -5.17
H -0.41 -9.71 -4.79
H -0.34 -11.43 -4.57
H 0.52 -10.70 -5.85
H 2.34 -10.24 -1.86
H 3.05 -11.52 -1.28
*
```

Results
Electronic energy   -3499.32803 Ha
Gap between HOMO and LUMO   4.165 eV

---

Record 2
Formula: C48H120B2ClF8N6O6
Source: the OMol25 dataset
Level of theory: ωB97M-V/def2-TZVPD

Structure (ORCA input):
```
! wB97M-V def2-TZVPD RIJCOSX def2/J DEFGRID3
* xyz 3 1
C -6.76 -2.63 -1.54
C -5.39 -3.13 -1.05
N -4.63 -3.85 -2.07
C -5.41 -5.05 -2.55
C -4.34 -2.96 -3.19
C -3.62 -1.68 -2.94
C -3.35 -4.32 -1.46
C -2.48 -5.11 -2.37
O -1.80 -4.38 -3.30
C -0.75 -5.21 -3.74
H -7.29 -2.30 -0.68
H -7.40 -3.41 -1.94
H -6.70 -1.79 -2.22
H -5.44 -3.78 -0.15
H -4.78 -2.26 -0.73
H -5.67 -5.66 -1.63
H -4.92 -5.65 -3.35
H -6.39 -4.76 -3.03
H -5.25 -2.75 -3.74
H -3.75 -3.55 -3.88
H -3.18 -1.52 -1.95
H -4.24 -0.79 -3.09
H -2.82 -1.54 -3.66
H -3.72 -5.00 -0.68
H -2.89 -3.46 -0.97
H -3.02 -5.97 -2.81
H -1.81 -5.68 -1.67
H 0.10 -5.06 -3.11
H -0.57 -4.92 -4.77
H -1.08 -6.25 -3.83
C -7.58 4.65 3.39
C -6.34 5.28 2.73
N -5.05 4.97 3.45
C -3.97 5.58 2.63
C -5.12 5.67 4.86
C -3.94 5.45 5.74
C -4.85 3.50 3.57
C -5.21 2.73 2.35
O -4.69 3.24 1.15
C -4.97 2.41 0.06
H -8.46 4.87 2.79
H -7.83 5.09 4.38
H -7.53 3.57 3.59
H -6.40 6.35 2.80
H -6.36 5.02 1.67
H -4.14 6.65 2.57
H -4.07 5.12 1.63
H -3.10 5.25 3.15
H -6.10 5.45 5.29
H -5.06 6.72 4.68
H -3.57 4.46 5.79
H -4.30 5.57 6.80
H -3.15 6.19 5.62
H -5.44 3.22 4.45
H -3.72 3.35 3.69
H -6.29 2.56 2.24
H -4.80 1.72 2.48
H -4.30 2.80 -0.73
H -6.04 2.42 -0.27
H -4.74 1.33 0.29
C -1.54 -3.77 5.04
C -1.21 -2.47 5.80
N -0.06 -1.59 5.30
C -0.09 -1.61 3.85
C -0.21 -0.19 5.79
C -0.54 0.03 7.25
C 1.14 -2.25 5.83
C 2.54 -1.70 5.48
O 2.59 -1.82 4.10
C 3.64 -1.09 3.43
H -1.94 -3.52 4.05
H -2.34 -4.20 5.66
H -0.73 -4.44 4.99
H -1.02 -2.67 6.85
H -2.11 -1.79 5.73
H -1.11 -1.55 3.51
H 0.33 -2.55 3.47
H 0.48 -0.80 3.48
H -1.10 0.20 5.25
H 0.64 0.42 5.48
H 0.32 0.13 7.96
H -1.12 -0.80 7.63
H -1.02 1.05 7.28
H 1.12 -3.26 5.44
H 1.07 -2.24 6.96
H 3.33 -2.30 5.98
H 2.70 -0.70 5.89
H 3.55 -1.32 2.35
H 4.60 -1.44 3.83
H 3.38 -0.06 3.47
C 2.51 6.60 3.23
C 3.78 6.84 2.46
N 3.63 6.76 1.03
C 2.52 7.62 0.60
C 4.88 7.29 0.38
C 6.02 6.36 0.64
C 3.35 5.38 0.63
C 3.19 5.06 -0.89
O 4.35 5.51 -1.60
C 4.10 5.58 -2.97
H 2.87 6.68 4.23
H 2.12 5.61 3.08
H 1.80 7.42 3.12
H 4.55 6.15 2.76
H 4.13 7.83 2.76
H 1.63 7.09 0.88
H 2.46 7.68 -0.50
H 2.64 8.62 1.00
H 5.02 8.27 0.84
H 4.59 7.33 -0.67
H 6.93 6.94 0.47
H 6.01 5.54 -0.03
H 6.12 6.05 1.70
H 2.43 5.07 1.13
H 4.17 4.80 1.08
H 2.28 5.49 -1.24
H 3.19 3.95 -0.96
H 4.98 5.84 -3.52
H 3.39 6.37 -3.26
H 3.69 4.62 -3.33
C 0.69 -1.18 -0.65
C -0.56 -0.41 -1.12
N -0.26 1.05 -1.26
C -1.53 1.77 -1.67
C 0.13 1.75 0.04
C -0.68 1.46 1.31
C 0.81 1.41 -2.21
C 0.70 0.89 -3.64
O -0.58 1.12 -4.32
C -0.45 1.86 -5.56
H 1.63 -0.90 -1.21
H 0.44 -2.22 -0.84
H 0.84 -1.03 0.42
H -1.33 -0.44 -0.41
H -0.95 -0.70 -2.10
H -1.41 2.88 -1.72
H -2.27 1.67 -0.86
H -1.90 1.40 -2.61
H -0.07 2.79 -0.18
H 1.15 1.59 0.28
H -0.35 0.55 1.84
H -1.74 1.35 1.23
H -0.56 2.36 1.91
H 1.77 1.10 -1.81
H 0.80 2.53 -2.22
H 0.84 -0.21 -3.61
H 1.48 1.38 -4.21
H 0.55 1.68 -6.02
H -0.39 2.93 -5.38
H -1.30 1.64 -6.25
C 5.39 -9.59 -6.83
C 4.62 -9.13 -5.58
N 5.07 -7.87 -4.87
C 6.39 -8.06 -4.31
C 5.10 -6.71 -5.83
C 3.78 -6.39 -6.47
C 4.03 -7.73 -3.75
C 4.14 -6.46 -2.89
O 3.61 -5.36 -3.58
C 3.64 -4.19 -2.78
H 5.21 -8.91 -7.69
H 4.90 -10.54 -7.10
H 6.45 -9.78 -6.56
H 4.69 -9.94 -4.85
H 3.59 -9.02 -5.80
H 6.64 -7.33 -3.59
H 7.15 -8.06 -5.07
H 6.50 -8.97 -3.82
H 5.82 -6.97 -6.58
H 5.57 -5.86 -5.31
H 3.40 -7.11 -7.15
H 3.99 -5.50 -7.06
H 3.01 -6.14 -5.77
H 4.11 -8.66 -3.16
H 3.08 -7.68 -4.30
H 5.06 -6.26 -2.34
H 3.38 -6.64 -2.11
H 4.66 -3.88 -2.55
H 3.04 -4.28 -1.84
H 3.25 -3.37 -3.37
B -1.05 5.30 0.73
F -0.61 5.94 -0.49
F -1.41 6.17 1.76
F -2.18 4.43 0.35
F 0.07 4.52 1.26
B 4.33 0.55 -0.01
F 5.15 0.61 1.16
F 3.29 1.61 0.01
F 4.93 0.56 -1.21
F 3.48 -0.69 0.20
Cl -2.90 -1.45 1.03
*
```

Results
Electronic energy   -3989.06998 Ha
Gap between HOMO and LUMO   8.632 eV

---

| no. | LUMO (eV) |
| --- | --- |
| 1 | -0.99 |
| 2 | -4.61 |